# 1
C4H12IN2 | wB97M-V/def2-TZVPD

XYZ file:
```
19
Properties=species:S:1:pos:R:3
C -1.782 -2.242 2.317
C 1.859 1.107 -1.358
C 0.413 0.714 -1.335
C -1.170 -2.092 0.964
N 1.802 2.506 -1.029
N -0.460 1.665 -1.232
I 0.380 -0.585 1.293
H -2.309 -3.194 2.284
H -1.077 -2.275 3.144
H -2.700 -1.611 2.464
H 2.298 0.940 -2.369
H 2.159 0.295 -0.645
H 0.090 -0.355 -1.437
H -1.908 -1.889 0.214
H 2.441 3.043 -1.531
H 2.003 2.649 -0.021
H -0.044 2.645 -1.332
H -0.629 -2.929 0.407
H -1.366 1.608 -0.796
```

- Energy relative to the best compared isomer or geometry (same formula, charge and spin): 72.8 kJ/mol
- Spin multiplicity: 3
- Energy: -15411.3480 eV
- LUMO level (alpha / beta): -0.158 / -0.299 hartree
- HOMO (alpha / beta): -9.36 / -13.35 eV
- Net charge: +1
- Frontier orbital gap (alpha / beta): 5.06 / 5.21 eV
- Largest force on an atom: 5.395 eV/Å

=====

# 2
C24H44P2Tm | wB97M-V/def2-TZVPD

XYZ file:
```
71
Properties=species:S:1:pos:R:3
Tm -1.225 -2.057 0.767
C 0.294 -2.321 2.485
C -0.717 -1.373 2.914
C -1.765 -3.422 2.551
C -0.364 -3.588 2.275
C -1.978 -2.071 2.977
C 1.768 -2.118 2.452
H 2.060 -1.234 1.868
H 2.268 -2.979 2.009
H 2.199 -1.975 3.451
C 0.298 -4.895 1.990
H 1.336 -4.860 2.322
H 0.271 -5.129 0.919
H -0.231 -5.695 2.521
C -2.775 -4.521 2.622
H -2.323 -5.411 3.079
H -3.176 -4.797 1.632
H -3.625 -4.210 3.244
C -3.278 -1.573 3.491
H -3.574 -2.155 4.377
H -4.077 -1.688 2.738
H -3.230 -0.515 3.773
C -0.500 0.022 3.390
H -1.211 0.291 4.182
H -0.642 0.746 2.574
H 0.507 0.170 3.798
C 2.887 0.101 -1.274
C 3.215 0.300 0.015
C 2.401 1.068 1.020
C 1.911 2.495 0.599
C 0.612 2.659 -0.071
C -0.309 1.588 -0.512
C 0.409 0.247 -0.937
C 1.605 0.604 -1.825
H 3.055 1.173 1.900
H 2.739 3.028 0.110
H 1.511 0.532 1.401
H 1.709 1.780 -1.814
H 3.554 -0.351 -2.004
H 4.150 -0.106 0.398
H 1.457 0.287 -2.872
H 0.787 -0.287 -0.057
H -1.038 1.356 0.302
H -0.261 -0.453 -1.473
H 1.812 3.053 1.548
H 0.137 3.615 0.184
P 1.278 2.852 -3.008
C 2.319 2.723 -4.458
C 1.599 4.463 -2.309
P -1.466 2.034 -1.932
C -0.405 2.369 -3.393
C -2.358 3.577 -1.657
C -2.678 0.765 -2.329
H 1.916 2.009 -5.177
H 3.340 2.417 -4.187
H 2.355 3.718 -4.928
H 1.543 5.175 -3.145
H 2.598 4.490 -1.846
H 0.875 4.723 -1.535
H -3.143 1.015 -3.303
H -3.463 0.750 -1.560
H -2.231 -0.237 -2.403
H -0.381 1.500 -4.077
H -0.847 3.198 -3.961
H -3.364 3.324 -1.285
H -2.464 4.129 -2.603
H -1.858 4.214 -0.922
C -0.509 -3.487 -1.015
H -1.428 -3.610 -1.615
H -0.125 -4.485 -0.768
H 0.241 -2.958 -1.621
```

- Energy relative to the best compared isomer or geometry (same formula, charge and spin): 675.9 kJ/mol
- Spin multiplicity: 3
- Energy: -73694.2878 eV
- LUMO level (alpha / beta): -0.131 / -0.135 hartree
- HOMO (alpha / beta): -7.40 / -7.71 eV
- Net charge: +1
- Frontier orbital gap (alpha / beta): 3.83 / 4.04 eV
- Largest force on an atom: 6.554 eV/Å

=====

# 3
C2H2ClO2 | wB97M-V/def2-TZVPD

XYZ file:
```
7
Properties=species:S:1:pos:R:3
C -0.647 0.107 -0.670
C -2.028 -2.305 1.139
O -1.242 -2.220 1.945
O -0.753 -1.078 -0.382
Cl -3.088 -2.527 0.082
H 0.295 0.621 -1.036
H -1.290 1.017 -0.628
```

- Energy relative to the best compared isomer or geometry (same formula, charge and spin): 92.9 kJ/mol
- Energy: -18713.0645 eV
- LUMO level: -0.208 hartree
- HOMO: -15.03 eV
- Net charge: +1
- Frontier orbital gap: 9.38 eV
- Largest force on an atom: 3.937 eV/Å

=====

# 4
C34H27BFHfN14O2 | wB97M-V/def2-TZVPD

XYZ file:
```
80
Properties=species:S:1:pos:R:3
Hf -0.833 0.466 -0.172
C -1.839 -3.509 -2.205
C -2.105 -2.169 -1.974
N -1.071 -1.565 -1.372
N -0.107 -2.519 -1.250
C -0.559 -3.691 -1.720
B 1.310 -2.152 -0.742
N 1.722 -0.823 -1.479
C 2.821 -0.682 -2.228
C 2.796 0.559 -2.837
C 1.625 1.138 -2.387
N 0.968 0.314 -1.552
N 1.190 -1.876 0.777
C 1.700 -2.457 1.867
C 1.153 -1.857 2.992
C 0.307 -0.886 2.497
N 0.316 -0.903 1.153
N 2.318 -3.205 -1.076
C 2.519 -3.821 -2.283
C 3.773 -4.358 -2.279
C 4.305 -3.996 -1.021
N 3.446 -3.294 -0.313
H -2.478 -4.240 -2.669
H -2.987 -1.624 -2.245
H 0.057 -4.573 -1.687
H 3.551 -1.472 -2.298
H 3.517 0.973 -3.519
H 1.221 2.094 -2.660
H 2.432 -3.240 1.767
H 1.355 -2.095 4.021
H -0.320 -0.190 3.034
H 1.768 -3.817 -3.055
H 4.246 -4.928 -3.059
H 5.277 -4.228 -0.614
O -2.489 3.204 2.448
C -1.689 2.537 1.864
O -1.985 1.459 1.137
C -0.214 2.823 1.888
C 0.239 3.936 2.601
C 1.583 4.168 2.643
C 2.465 3.254 2.035
C 3.871 3.416 2.122
C 4.708 2.486 1.588
C 4.171 1.343 0.955
C 2.822 1.169 0.836
C 1.928 2.130 1.356
N 0.562 1.966 1.239
H -0.490 4.568 3.087
H 1.984 5.028 3.166
H 4.260 4.285 2.638
H 5.780 2.606 1.666
H 4.840 0.584 0.569
H 2.441 0.271 0.385
N -4.976 1.034 -1.731
C -4.106 0.189 -1.196
N -2.897 0.737 -1.244
C -3.130 1.961 -1.806
N -4.378 2.175 -2.120
C -2.070 2.960 -1.884
C -2.269 4.210 -2.462
N -1.331 5.143 -2.432
C -0.194 4.835 -1.815
C 0.021 3.592 -1.244
N -0.915 2.636 -1.287
H -5.973 0.922 -1.851
H -4.363 -0.766 -0.768
H -3.210 4.445 -2.943
H 0.571 5.600 -1.770
H 0.955 3.359 -0.753
F -5.134 -3.804 3.379
C -4.317 -2.999 2.701
C -3.255 -3.562 2.012
C -2.392 -2.727 1.310
C -2.678 -1.385 1.337
C -3.699 -0.784 2.030
C -4.556 -1.637 2.726
H -3.105 -4.633 2.037
H -1.544 -3.144 0.783
H -3.848 0.286 2.056
H -5.390 -1.247 3.295
```

- Energy relative to the best compared isomer or geometry (same formula, charge and spin): 0.0 kJ/mol
- Spin multiplicity: 2
- Energy: -65346.0101 eV
- LUMO level (alpha / beta): -0.236 / -0.262 hartree
- HOMO (alpha / beta): -14.19 / -14.18 eV
- Net charge: +2
- Frontier orbital gap (alpha / beta): 7.78 / 7.06 eV
- Largest force on an atom: 0.313 eV/Å

=====

# 5
C5H15NO2 | wB97M-V/def2-TZVPD

XYZ file:
```
23
Properties=species:S:1:pos:R:3
C 0.130 -1.840 0.630
N -0.165 -0.699 -0.235
C -1.413 0.053 -0.083
C -1.086 1.346 -0.874
C 0.473 1.481 -0.920
C 0.936 0.285 -0.090
H 0.097 -1.630 1.703
H 1.142 -2.127 0.338
H -0.461 -2.738 0.447
H -1.549 0.226 0.978
H -2.288 -0.403 -0.541
H -1.568 2.282 -0.570
H -1.424 1.346 -1.903
H 0.830 1.410 -1.943
H 0.784 2.422 -0.466
H 1.837 -0.199 -0.475
H 1.087 0.525 0.970
O -0.765 -0.893 -2.874
H -0.466 -1.060 -1.922
H -0.227 -1.495 -3.392
O 1.060 0.418 3.569
H 1.912 0.014 3.686
H 1.123 1.277 3.968
```

- Energy relative to the best compared isomer or geometry (same formula, charge and spin): 98.4 kJ/mol
- SMILES: CN1CCCC1.O.O
- Energy: -11012.9269 eV
- LUMO level: 0.023 hartree
- HOMO: -8.75 eV
- Frontier orbital gap: 9.36 eV
- Largest force on an atom: 1.229 eV/Å

=====

# 6
C5H7NO2 | wB97M-V/def2-TZVPD

XYZ file:
```
15
Properties=species:S:1:pos:R:3
C -1.934 -1.640 0.555
O -0.847 -1.322 -0.238
C -0.540 -0.069 -0.449
C -1.308 1.293 -0.029
N -1.364 2.739 0.178
C 0.762 0.266 -0.896
C 1.982 -0.578 -0.406
O 2.675 0.207 0.864
H -2.850 -1.301 0.044
H -1.776 -1.323 1.478
H -1.906 -2.834 0.153
H 1.064 1.317 -0.730
H 1.693 -1.568 -0.104
H 2.941 -0.586 -1.300
H 1.982 0.416 1.564
```

- Energy relative to the best compared isomer or geometry (same formula, charge and spin): 861.5 kJ/mol
- SMILES: CO/C(C#N)=C\CO
- Energy: -10874.6883 eV
- LUMO level: -0.031 hartree
- HOMO: -9.21 eV
- Frontier orbital gap: 8.37 eV
- Largest force on an atom: 14.783 eV/Å